(w)
Computed, not measured: a 2-piece molecular cluster, C5H12O2 overall, with the ωB97M-V functional and the def2-TZVPD basis.

ORCA input file:
```
! wB97M-V def2-TZVPD RIJCOSX def2/J DEFGRID3
* xyz 0 1
H -3.5852 1.4300 0.0601
C 0.8091 -2.0203 -0.1082
H -1.2300 1.1861 1.5878
H -0.1692 -0.8432 -1.6224
H 0.7337 -2.1745 0.9823
H 0.9017 1.1918 -0.8641
H 0.7524 0.7094 0.8308
H -0.9630 -0.7042 -0.0312
O 2.1400 -1.7148 -0.4821
H -1.9556 1.4737 -0.6501
H -2.4905 2.7687 0.4618
O -2.1263 0.9136 1.3607
H 2.8672 -0.2185 0.7568
H 3.0104 0.0575 -0.9943
C 2.3562 -0.3385 -0.2102
C -2.5424 1.6906 0.2558
C 0.0008 -0.7996 -0.5407
C 0.9653 0.3401 -0.1801
H 0.5254 -2.9480 -0.6128
*
```

Computed properties:
HOMO-LUMO gap = 10.548 eV
SMILES = C1CCOC1.CO
HOMO energy = -9.7 eV

***

(x)
Computed, not measured: a 3-piece molecular cluster, C5H12O2 overall, with the ωB97M-V functional and the def2-TZVPD basis.

ORCA input file:
```
! wB97M-V def2-TZVPD RIJCOSX def2/J DEFGRID3
* xyz 0 1
O 2.5703 1.2693 -6.2866
H -2.1077 -2.8128 1.8968
H -1.3332 -2.5730 3.5547
H -2.4950 -0.9264 0.4842
C -1.5858 -2.1547 2.5854
O 2.3486 1.5740 1.9186
C -0.2038 0.6729 -0.8804
H -0.8651 -0.2410 2.9529
H 2.9445 2.0614 -5.8854
H 0.1197 -1.1933 0.0133
H -0.7607 1.5994 -0.9302
H -2.0769 0.6603 1.0541
H 1.7396 1.0819 -5.8249
C -0.5459 -0.3493 -0.1115
C -1.2592 -0.9312 2.2099
H 2.9254 0.9071 2.3035
H 0.6634 0.6143 -1.5196
H 1.5901 1.0789 1.5798
C -1.6684 -0.3379 0.8853
*
```

Computed properties:
HOMO-LUMO gap = 10.695 eV
SMILES = C=CCC=C.O.O
HOMO energy = -10.0 eV

***

(y)
Computed, not measured: one molecule with the formula C5H12O2, with the ωB97M-V functional and the def2-TZVPD basis.

ORCA input file:
```
! wB97M-V def2-TZVPD RIJCOSX def2/J DEFGRID3
* xyz 0 1
H 2.4084 -0.1758 1.5739
H 0.0278 -1.3365 0.1087
H -0.7739 -0.1879 -1.8971
H -0.7469 1.3757 -1.0778
H 3.6272 -0.3064 0.2869
H -2.7980 0.3940 1.4476
H 2.5100 -1.6476 0.5961
H -3.0435 0.3018 -1.2201
O -0.0242 0.2713 1.3618
C -2.3210 0.0785 -0.4260
C 2.5984 -0.5545 0.5656
C 1.5857 0.0410 -0.4080
H 1.7177 1.1298 -0.4728
C -0.8966 0.2980 -0.9205
H -2.4578 -0.9737 -0.1406
C 0.1561 -0.2416 0.0473
O -2.6007 0.9417 0.6803
H 1.7356 -0.3650 -1.4180
H -0.7044 0.9572 1.3127
*
```

Computed properties:
HOMO-LUMO gap = 10.774 eV
SMILES = CC[C@@H](O)CCO
HOMO energy = -9.9 eV

***

Relative energies, in kcal/mol, with the most stable structure set to zero: (w) 18.1; (x) 32.7; (y) 0.0.

***

(w)
Computed, not measured: one molecule with the formula C3H5NO3, with the ωB97M-V functional and the def2-TZVPD basis.

ORCA input file:
```
! wB97M-V def2-TZVPD RIJCOSX def2/J DEFGRID3
* xyz 0 1
C 0.0027 0.5672 1.0789
C 0.1292 -0.6012 -1.7442
H -1.4692 0.8890 -0.2789
C 0.8342 -0.5619 0.4879
O 0.2907 -1.2904 -0.6154
H 0.9358 -1.3067 1.2806
H 1.8206 -0.1689 0.2364
O 0.2910 0.5889 -1.8612
N -1.3215 0.6598 0.6938
H -0.1825 -1.2767 -2.5552
O 0.4985 1.2212 1.9705
H -1.8295 1.2798 1.3068
*
```

Computed properties:
HOMO-LUMO gap = 10.987 eV
SMILES = NC(=O)COC=O
HOMO energy = -10.2 eV

***

(x)
Computed, not measured: one molecule with the formula C3H5NO3, with the ωB97M-V functional and the def2-TZVPD basis.

ORCA input file:
```
! wB97M-V def2-TZVPD RIJCOSX def2/J DEFGRID3
* xyz 0 1
H 1.3676 -1.4724 0.6099
O 1.2845 1.2871 0.1492
O 0.3631 -0.9384 -0.9437
H 1.1444 0.5257 2.0216
C -0.2867 0.1627 -1.5106
C 0.3960 -0.8637 0.3968
N -1.1603 0.8529 -0.9359
H -0.4431 -1.2367 0.9337
H 0.1354 0.3666 -2.5805
O -1.6403 0.0862 0.3119
C 0.9742 0.3489 0.8648
H -2.1349 0.8811 0.6828
*
```

Computed properties:
HOMO-LUMO gap = 10.170 eV
SMILES = O=CCO/C=N\O
HOMO energy = -9.5 eV

***

(y)
Computed, not measured: one molecule with the formula C3H5NO3, with the ωB97M-V functional and the def2-TZVPD basis.

ORCA input file:
```
! wB97M-V def2-TZVPD RIJCOSX def2/J DEFGRID3
* xyz 0 1
N 0.6879 0.0840 -0.4671
H -2.0588 -1.8082 0.2404
O -1.2622 -1.5522 -1.5817
O 1.6397 2.1531 -0.6072
H 0.6044 -0.1108 -1.4603
H -0.3124 -0.4508 1.2924
C -0.0323 -0.8877 0.3391
H 0.6321 -1.7342 0.5434
C -1.2215 -1.4559 -0.3844
C 0.8848 1.3792 -0.0794
H 0.2848 2.6658 1.1503
O 0.1535 1.7176 1.0142
*
```

Computed properties:
HOMO-LUMO gap = 10.565 eV
SMILES = O=CCNC(=O)O
HOMO energy = -10.0 eV

***

Relative energies, in kcal/mol, with the most stable structure set to zero: (w) 0.0; (x) 106.4; (y) 1.7.

***

(w)
Computed, not measured: one molecule with the formula C6H9N, with the ωB97M-V functional and the def2-TZVPD basis.

ORCA input file:
```
! wB97M-V def2-TZVPD RIJCOSX def2/J DEFGRID3
* xyz 0 1
N 1.0115 1.2967 0.6093
H -2.1827 0.8399 -0.4136
C -0.2742 0.7040 0.4788
H 1.6146 -1.6731 -0.7811
C -1.0155 -1.8308 0.5838
H -0.6642 -2.7899 0.1953
H -1.2419 2.4369 -0.2096
H -1.2372 -1.9484 1.6501
H -1.9625 -1.5905 0.0854
H 0.9733 0.9855 -1.4212
C 1.1493 -0.8022 -0.3333
C -0.0193 -0.7533 0.3156
H 0.9550 2.3004 0.4557
C -1.3053 1.3624 -0.0547
C 1.5982 0.6226 -0.5631
H 2.6647 0.8060 -0.7075
*
```

Computed properties:
HOMO-LUMO gap = 9.501 eV
SMILES = C=C1NCC=C1C
HOMO energy = -8.4 eV

***

(x)
Computed, not measured: one molecule with the formula C6H9N, with the ωB97M-V functional and the def2-TZVPD basis.

ORCA input file:
```
! wB97M-V def2-TZVPD RIJCOSX def2/J DEFGRID3
* xyz 0 1
C 1.0891 -0.0786 0.0226
C -0.0396 -0.9197 0.0093
H 2.6833 -1.5188 -0.1455
C -1.1782 -0.0373 0.0001
H 1.2694 2.0231 0.1661
H -3.2862 0.3582 0.2237
H -2.8964 -0.7588 -1.0915
H -2.8142 -1.3124 0.5771
N 0.6763 1.2106 0.1115
H -1.2337 2.1779 0.2163
H 0.4739 -1.2480 -0.9658
C -0.7061 1.2375 0.1278
C -2.6160 -0.4551 -0.0753
H 2.8467 -0.3612 1.1781
C 2.5347 -0.4688 0.1301
H 3.1969 0.1515 -0.4846
*
```

Computed properties:
HOMO-LUMO gap = 9.010 eV
SMILES = Cc1c[nH]c(C)c1
HOMO energy = -8.1 eV

***

(y)
Computed, not measured: a 2-piece molecular cluster, C6H9N overall, with the ωB97M-V functional and the def2-TZVPD basis.

ORCA input file:
```
! wB97M-V def2-TZVPD RIJCOSX def2/J DEFGRID3
* xyz 0 1
C -1.1862 -0.1055 -0.4284
H 3.8920 0.5016 1.8142
H 2.7660 1.7079 2.4595
C -1.9890 0.3071 -1.5397
C 2.8735 0.6573 2.1763
H 2.7279 0.0613 3.0811
H -1.6393 -0.1234 0.5492
C 0.1637 -0.3463 -0.6336
H -1.3705 0.5442 -2.4001
H -2.7013 1.0851 -1.3021
H -3.3332 -1.1139 -0.9888
H 0.5401 -0.3160 -1.6583
C 1.0915 0.0102 0.3586
N -2.5475 -1.0254 -1.6293
H -1.1852 -2.1465 -1.0390
C 1.8976 0.3023 1.1804
*
```

Computed properties:
HOMO-LUMO gap (spin up / spin down) = 7.398 / 6.391 eV
HOMO energy (spin up / spin down) = -7.4 / -7.0 eV

***

Relative energies, in kcal/mol, with the most stable structure set to zero: (w) 0.0; (x) 2.9; (y) 140.0.